1.
C5H12NS | ωB97M-V/def2-TZVPD

Values from the calculation:
* lowest unoccupied orbital energy: -4.25 eV
* SMILES: C[N+]1(S)CCCC1
* HOMO energy: -14.61 eV
* relative energy (zero: lowest compared OMol25 entry of this formula, charge and spin): 47.3 kcal per mole
* Kohn-Sham gap: 10.36 eV

The geometry in ORCA input format:
```
! wB97M-V def2-TZVPD RIJCOSX def2/J DEFGRID3
* xyz 1 1
S -0.1180 -1.5405 -1.7247
N -0.4343 -0.3667 -0.3287
C 0.2662 -0.8405 0.9322
C 1.2889 0.1745 1.3204
C 1.5201 1.0409 -0.0065
C -1.8888 -0.2849 -0.1741
C 0.1659 0.9305 -0.7542
H -0.5706 -1.1206 1.6035
H 2.3781 0.4841 -0.5335
H -2.3917 -0.1835 -1.2011
H 0.7567 -1.7194 0.6250
H 0.9345 0.9736 2.0811
H 2.2120 -0.3255 1.5255
H -0.3874 1.8686 -0.3548
H -2.1605 -1.2397 0.3953
H 0.1852 1.0146 -1.8729
H -1.3656 -1.5587 -2.1335
H -2.1581 0.5934 0.3629
H 1.7673 2.0998 0.2379
*
```

2.
C5H12NS2 | ωB97M-V/def2-TZVPD

Values from the calculation:
* lowest unoccupied orbital energy: -2.96 eV
* SMILES: SC(S)[NH+]1CCCC1
* HOMO energy: -14.01 eV
* relative energy (zero: lowest compared OMol25 entry of this formula, charge and spin): 54.5 kcal per mole
* Kohn-Sham gap: 11.05 eV

The geometry in ORCA input format:
```
! wB97M-V def2-TZVPD RIJCOSX def2/J DEFGRID3
* xyz 1 1
S -1.3148 0.8445 2.7030
S -1.1808 -2.1426 2.0829
N -0.9413 -0.2534 0.0090
C 1.3526 -0.2008 -0.7911
C 0.0814 -1.0875 -0.7558
C -0.5314 -0.4666 1.7368
C 1.0013 1.1504 -0.3362
C -0.5255 1.1979 -0.4057
H -0.7776 1.4284 -1.4101
H 1.3659 2.0087 -1.0041
H -0.6713 1.8600 2.0833
H 0.1490 -2.1179 -0.3183
H -0.2904 -1.2372 -1.7083
H -1.9418 -0.2361 -0.1956
H 1.7901 -0.3519 -1.8088
H 0.6216 -0.2812 1.5898
H 1.2924 1.4080 0.6023
H -1.1274 1.9705 0.2279
H 2.0842 -0.6161 -0.0704
H -2.3871 -1.7849 2.2951
*
```

3.
C5H12O | ωB97M-V/def2-TZVPD

Values from the calculation:
* lowest unoccupied orbital energy (alpha / beta): 3.54 / 3.54 eV
* HOMO energy (alpha / beta): 1.57 / -4.02 eV
* relative energy (zero: lowest compared OMol25 entry of this formula, charge and spin): 54.6 kcal per mole
* Kohn-Sham gap (alpha / beta): 1.97 / 7.56 eV

The geometry in ORCA input format:
```
! wB97M-V def2-TZVPD RIJCOSX def2/J DEFGRID3
* xyz -1 2
O 2.5275 -1.6434 3.7671
C -0.0907 -0.2893 -1.8398
C -0.5021 1.4654 -0.1374
C -1.0058 0.4968 -0.8940
C -1.3086 2.3006 0.7490
C 0.3262 -1.7552 -1.4964
H -1.7920 -0.1851 -0.4233
H -2.3796 2.2997 0.4755
H 1.6242 -1.9810 3.4182
H -1.0255 2.0578 1.7489
H -0.3891 -2.5069 -1.9830
H 0.4931 1.7911 -0.1080
H 0.6953 0.3432 -2.1912
H 1.3038 -1.6934 -1.6331
H 3.0835 -1.5041 2.9979
H -0.7946 -0.4906 -2.6516
H -0.9615 3.3381 0.6269
H 0.1960 -2.0438 -0.4258
*
```

4.
C5H12O | ωB97M-V/def2-TZVPD

Values from the calculation:
* lowest unoccupied orbital energy: 1.14 eV
* SMILES: CCCCOC
* HOMO energy: -9.73 eV
* relative energy (zero: lowest compared OMol25 entry of this formula, charge and spin): 33.0 kcal per mole
* Kohn-Sham gap: 10.88 eV

The geometry in ORCA input format:
```
! wB97M-V def2-TZVPD RIJCOSX def2/J DEFGRID3
* xyz 0 1
O 0.6574 2.3646 0.3175
C -0.4733 -1.2446 -0.3917
C 0.6317 -0.1953 -0.0956
C 0.1814 1.3043 -0.4762
C -0.1570 2.3785 1.4503
C 0.0276 -2.6490 -0.7629
H -1.1411 2.7682 1.1448
H -1.0417 -0.8637 -1.2412
H -0.2653 1.3585 1.7820
H -1.1916 -1.3511 0.4403
H 1.4953 -0.3831 -0.7294
H 0.2911 3.0097 2.2233
H 0.4421 1.7025 -1.4798
H 0.7344 -2.5840 -1.5956
H -0.9305 1.3136 -0.4883
H 0.5236 -3.1693 0.0658
H 1.0254 -0.4778 0.9237
H -0.8094 -3.2821 -1.0870
*
```

Number 1: molar mass 118.22 g mol⁻¹, energy -17696.634 eV. Number 2: molar mass 150.29 g mol⁻¹, energy -28531.809 eV. Number 3: molar mass 88.15 g mol⁻¹, energy -7423.077 eV. Number 4: molar mass 88.15 g mol⁻¹, energy -7425.881 eV.